Formula: C21H35BO2OsP2
Source: OMol25
Level of theory: ωB97M-V with the def2-TZVPD basis set

The geometry in XYZ format:
```
62
Properties=species:S:1:pos:R:3:forces:R:3:lowdin_spin:R:1
P 1.8160 1.5918 -0.6790 6.4 -1.0 -3.4 0.1222
P 0.6222 -1.1097 -2.6753 1.5 -4.0 -1.1 0.0103
C 2.7994 0.4376 -2.3068 -0.8 -0.3 -0.1 0.0402
C 1.8502 -0.0600 -3.3995 0.0 0.5 -0.1 0.0035
H 3.2731 -0.4230 -1.7769 -0.5 0.7 -0.4 0.0016
H 3.6159 1.0593 -2.7488 -0.9 -0.2 0.5 0.0034
H 1.2815 0.7447 -3.8987 0.6 -0.1 -0.1 0.0004
H 2.3018 -0.7505 -4.1391 0.1 0.8 0.0 0.0008
C 1.3115 -2.7926 -2.7603 0.2 0.0 -0.9 0.0044
H 0.5230 -3.5669 -2.6316 0.6 0.6 0.0 0.0001
H 2.2287 -3.0123 -2.1615 -1.0 0.4 -0.7 0.0002
H 1.5731 -2.7328 -3.8259 0.3 -1.0 0.1 0.0003
C -0.7288 -1.2825 -3.8280 -0.1 0.4 0.4 0.0031
H -0.1462 -1.7288 -4.6288 -0.3 0.1 -0.6 0.0002
H -1.1373 -0.3216 -4.1259 -0.2 -0.1 -0.1 0.0001
H -1.4754 -1.9987 -3.4956 0.0 0.2 -0.2 0.0001
C 3.6529 1.4124 -0.1858 -0.7 1.0 1.2 0.0102
H 3.7294 1.9598 0.7527 0.6 0.0 0.1 0.0006
H 4.3068 1.8541 -0.9579 -0.4 -0.1 0.5 0.0032
H 3.9605 0.3645 -0.0249 -0.4 0.5 0.0 -0.0001
C 1.8374 2.9815 -1.8472 0.6 0.8 0.3 0.0997
H 1.0164 2.8935 -2.5831 0.3 0.3 0.4 0.0023
H 2.8237 3.0461 -2.3510 -0.7 0.3 0.2 0.0120
H 1.6747 3.8023 -1.1134 0.1 0.4 -1.3 0.0518
Os 0.1149 2.6688 0.4817 -2.2 -0.5 3.1 1.9975
C -1.3326 -1.9809 -0.8919 -2.4 0.9 0.7 0.0025
C -0.7943 -2.3284 0.3025 -1.4 -2.9 -0.7 -0.0002
C 0.3491 -3.3012 0.3915 0.2 -0.9 0.8 0.0013
C 1.7719 -2.5501 0.3422 0.6 -0.3 -0.4 0.0019
C 1.5015 -1.1721 -0.0450 -1.7 2.3 -1.3 0.0231
C 0.6430 -0.7168 -1.0432 0.4 1.8 2.5 0.0119
C -0.4845 0.3474 -1.0728 -0.5 2.2 2.1 0.1708
C -1.7549 -0.4934 -0.9775 -1.6 -0.4 0.0 0.0199
C 0.5058 3.5341 2.3619 1.1 0.2 0.8 0.1181
H -1.7197 -2.6482 -1.6891 1.7 0.2 0.2 0.0001
H -1.4114 -2.0624 1.1885 1.6 1.1 -0.1 0.0004
H 0.4549 -4.0880 -0.3822 -0.8 0.6 0.1 0.0000
H 0.3587 -3.8364 1.3451 -0.2 0.1 -0.1 0.0001
H 2.3094 -2.6227 1.3133 -0.4 0.2 -0.8 0.0001
H 2.4123 -2.9853 -0.4424 -0.3 -0.5 0.8 0.0003
H 1.6703 -0.3906 0.6735 -0.2 -0.1 0.9 0.0037
H 0.0804 1.3488 1.5697 0.5 0.1 -1.2 0.0230
H -0.6070 1.1888 -1.8239 0.8 -1.5 -0.1 0.0052
H -0.5598 1.1551 -0.0953 -0.5 -2.5 -1.4 0.0274
H -2.3438 -0.2303 -0.0597 0.4 -0.1 -0.7 0.0066
H -2.3300 -0.1843 -1.8688 -0.4 -0.7 0.6 0.0030
H -0.3338 4.1393 2.7327 0.3 0.0 -0.1 0.0272
H 1.4095 4.1713 2.2589 -0.6 -0.2 0.0 0.0279
H 0.7660 2.7771 3.1542 -0.3 0.7 -0.9 0.0088
O -1.1384 1.1614 3.0454 -1.4 -0.4 0.7 0.1596
B -1.4403 1.9077 1.7876 0.0 -0.1 0.6 0.1441
O -2.9004 2.0221 1.8258 -0.1 -1.1 0.4 0.0898
C -3.3752 1.2364 2.8482 -0.7 1.0 -0.9 0.1782
C -4.6637 0.8995 3.2644 -0.4 0.3 -0.4 -0.0123
C -4.8111 0.2039 4.4765 -0.7 0.5 -0.9 0.2211
C -3.6935 -0.2381 5.2075 1.8 -0.5 0.4 0.1244
C -2.4138 0.0000 4.7332 -0.4 -0.8 1.1 0.0353
C -2.2818 0.7548 3.5855 2.0 0.5 -0.1 0.2020
H -5.5327 1.1720 2.6675 0.2 0.1 0.3 -0.0035
H -5.8029 -0.0301 4.8828 0.4 0.2 -0.4 0.0085
H -3.8119 -0.8096 6.1375 -0.1 0.3 -0.5 0.0031
H -1.5208 -0.3878 5.2065 -0.1 0.1 0.2 -0.0013
```
Positions in Å, forces in eV/Å.

Properties
energy relative to the best compared isomer or geometry (same formula, charge and spin) = 4.918 eV
max |F| = 7.37 eV/Å
2S+1 = 5
molecular weight = 582.5 g mol⁻¹
charge = +2


Formula: C7H16N3O
Source: OMol25
Level of theory: ωB97M-V with the def2-TZVPD basis set

The geometry in XYZ format:
```
27
Properties=species:S:1:pos:R:3:forces:R:3:lowdin_charge:R:1
C 1.0861 0.9160 -2.9094 2.6 0.7 0.3 0.0799
C 0.9767 0.2353 -1.7837 2.1 -2.2 1.8 -0.3022
O 2.1543 -0.2274 -0.9618 -2.1 1.3 -1.6 -0.1909
N 3.1621 0.7569 -0.8347 3.1 1.0 -1.5 -0.0123
N -0.2030 -0.2977 -1.2045 -0.2 2.2 -0.5 -0.0915
C -1.2044 0.7463 -0.8173 -0.4 -0.8 -0.7 -0.1081
C -1.3211 0.8474 0.6936 1.1 2.7 1.3 -0.1215
N -1.3091 -0.4260 1.4367 0.0 -2.8 -0.6 -0.1787
C -1.4019 -0.2366 2.8920 -1.2 0.2 2.1 -0.0201
C -0.0582 -1.2780 1.1012 0.7 -2.3 0.8 -0.0737
C -0.1517 -1.5181 -0.4322 2.4 0.7 0.5 -0.1399
H 2.0762 1.4038 -3.2477 -1.9 -1.1 0.6 0.1084
H 0.2494 0.9616 -3.5346 -1.1 0.4 -0.8 0.0575
H 2.9142 1.6011 -1.4009 -0.1 -0.9 0.7 0.0643
H 4.1206 0.4662 -1.3442 -2.9 0.0 1.2 0.1473
H -2.1439 0.3725 -1.2160 -0.4 0.3 -0.1 0.1201
H -1.0068 1.7737 -1.2859 0.0 -1.7 0.8 0.1635
H -0.3941 1.4021 1.0459 -0.9 -0.7 -0.2 0.1627
H -2.1647 1.4746 1.1263 0.7 -0.9 -1.0 0.1598
H -1.9999 -1.1178 1.0525 -0.2 1.3 0.7 0.2005
H -2.2545 0.4374 3.3380 1.2 -1.5 -1.6 0.1513
H -1.3765 -1.2402 3.4242 -0.1 1.4 -0.8 0.1303
H -0.5126 0.3273 3.0889 0.6 0.1 0.6 0.0892
H -0.0300 -2.3713 1.6687 -0.9 2.8 -1.3 0.1930
H 0.8858 -0.8406 1.5232 -1.0 0.4 -0.9 0.1456
H 0.8227 -1.9187 -0.7501 -0.5 -0.5 0.4 0.1371
H -0.9159 -2.2497 -0.6683 -0.5 0.1 -0.1 0.1286
```
Positions in Å, forces in eV/Å.

Properties
energy relative to the best compared isomer or geometry (same formula, charge and spin) = 4.067 eV
SMILES string = C=C(ON)N1CC[NH+](C)CC1
max |F| = 3.56 eV/Å
molecular weight = 158.2 g mol⁻¹
charge = +1


Formula: C9H13BrClI2NOPY
Source: OMol25
Level of theory: ωB97M-V with the def2-TZVPD basis set

The geometry in XYZ format:
```
30
Properties=species:S:1:pos:R:3:forces:R:3:lowdin_charge:R:1
I 0.0115 1.6865 1.7889 -0.4 -0.3 -0.8 0.5937
I 2.0674 -0.0121 -1.0646 -0.2 0.0 -0.2 0.6440
Y -0.7587 -0.4374 -0.3012 -0.6 -0.5 0.4 0.5471
P -0.1665 2.3170 -1.4747 1.4 3.5 -0.8 0.6220
C 1.3157 3.3204 -0.9728 0.1 -0.5 0.4 -0.3360
C 0.0567 2.3896 -3.2896 -0.2 -1.2 -0.2 -0.2331
H -2.4344 3.1623 -1.4760 0.0 0.3 0.0 0.0654
H -1.2411 4.3723 -2.0379 0.0 -0.2 0.1 0.0720
H -1.4298 4.0346 -0.2805 0.0 -0.1 -0.1 0.0557
C -1.4510 3.6055 -1.2859 -0.8 -0.7 0.6 -0.2327
H -0.6958 1.7570 -3.7724 0.2 0.2 -0.2 0.0642
H -0.0959 3.4316 -3.5869 0.0 -0.1 0.2 0.0730
H 1.2893 4.2677 -1.5330 -0.1 -0.3 0.1 0.0778
H 2.2430 2.7714 -1.2014 -0.3 0.4 0.0 -0.0092
H 1.0557 2.0543 -3.5818 -0.2 0.0 0.1 0.0547
H 1.2849 3.5185 0.1105 0.1 0.1 -0.6 -0.0162
C 2.3198 -0.4162 2.0732 1.8 -0.9 2.0 -0.2524
O 3.1283 -0.6575 2.8355 -1.3 0.5 -1.3 0.0902
Cl -2.7024 -0.8791 -1.7131 0.5 0.3 0.2 -0.0586
Br 0.1795 -3.5660 4.9538 -0.1 0.1 -0.6 0.8480
C -0.1050 -3.5191 3.0797 -0.1 0.4 0.3 -0.6298
C -0.2744 -4.7066 2.3663 -0.2 0.2 -0.2 -0.0427
C -0.5137 -4.6651 0.9949 0.1 0.2 -0.4 0.0053
C -0.5876 -3.4223 0.3715 0.1 0.1 0.6 -0.1223
N -0.4289 -2.2761 1.0692 -0.1 0.0 0.5 -0.1363
C -0.2011 -2.3000 2.4114 -0.2 -0.6 -0.6 -0.1790
H -0.2723 -5.6477 2.8975 0.1 -0.1 0.0 0.1272
H -0.6239 -5.5735 0.4015 -0.1 0.3 0.3 0.1370
H -0.8223 -3.2811 -0.6863 0.1 -0.4 0.1 0.1013
H -0.1471 -1.3290 2.9041 0.1 -0.4 0.0 0.0698
```
Positions in Å, forces in eV/Å.

Properties
energy relative to the best compared isomer or geometry (same formula, charge and spin) = 0.000 eV
max |F| = 3.89 eV/Å
molecular weight = 640.3 g mol⁻¹
charge = +2